(1)
# C5H13N

The molecule C5H13N (wB97M-V/def2-TZVPD, OMol25).

Bonds (Å) are listed after each position.
Cartesian coordinates (Å):
1 C -0.62357 2.28533 0.05823  N2 1.589, H7 1.132, H8 1.099, H9 1.094
2 N -0.00442 0.96546 -0.57309  C1 1.589, C5 1.425, H10 1.011
3 C -0.69785 -1.92416 -1.19530  C4 1.490, H11 1.094, H12 1.105, H13 1.113
4 C 0.36677 -1.45640 -0.26428  C3 1.490, C5 1.578, H14 1.093, H15 1.103
5 C 0.04046 -0.06702 0.40777  N2 1.425, C4 1.578, C6 1.521, H16 1.107
6 C 1.08062 0.19933 1.48461  C5 1.521, H17 1.094, H18 1.088, H19 1.100
7 H 0.23651 2.87935 0.49289  C1 1.132
8 H -1.28678 1.88845 0.84024  C1 1.099
9 H -1.17700 2.71240 -0.78355  C1 1.094
10 H -0.73407 0.77200 -1.24511  N2 1.011
11 H -0.31792 -2.00418 -2.21832  C3 1.094
12 H -1.56755 -1.24523 -1.25192  C3 1.105
13 H -0.93312 -2.99585 -1.00612  C3 1.113
14 H 0.46892 -1.96858 0.69588  C4 1.093
15 H 1.44261 -1.43239 -0.50481  C4 1.103
16 H -0.91122 -0.20720 0.95653  C5 1.107
17 H 0.83050 1.19020 1.87435  C6 1.094
18 H 0.87687 -0.59616 2.19782  C6 1.088
19 H 2.12592 0.19673 1.14179  C6 1.100

For the total energy, the calculation gives -6884.74888 eV. For the HOMO-LUMO gap, the calculation gives 0.37470 Eh. Its energy above the lowest of the compared OMol25 structures with the same formula, charge and spin is 139.7 kJ/mol.

---

(2)
# C3H7N

The molecule C3H7N (wB97M-V/def2-TZVPD, OMol25).

Bonds (Å) are listed after each position.
Cartesian coordinates (Å):
1 C 0.25912 0.00700 0.49972  C2 1.512, C3 1.421, H6 1.114, N11 1.458
2 C -0.87140 -0.79594 -0.10350  C1 1.512, C3 1.463, H7 1.121, H8 1.124
3 C -0.81499 0.66447 -0.15810  C1 1.421, C2 1.463, H9 1.148, H10 1.092
4 H 1.95505 0.80865 -0.37048  N11 1.041
5 H 2.22065 -0.70983 0.27695  N11 1.057
6 H 0.25431 0.12221 1.60773  C1 1.114
7 H -0.64049 -1.19305 -1.12601  C2 1.121
8 H -1.79320 -1.22191 0.37864  C2 1.124
9 H -1.50809 1.39897 0.38693  C3 1.148
10 H -0.57006 1.04173 -1.15322  C3 1.092
11 N 1.50909 -0.12229 -0.23867  C1 1.458, H4 1.041, H5 1.057

For the total energy, the calculation gives -4713.08375 eV. For the HOMO-LUMO gap, the calculation gives 0.38877 Eh. Its energy above the lowest of the compared OMol25 structures with the same formula, charge and spin is 103.6 kJ/mol.

---

(3)
# C7H16O3

A cluster of 3 separate species, C7H16O3 in total (wB97M-V/def2-TZVPD, OMol25).

Bonds (Å) are listed after each position.
Cartesian coordinates (Å):
1 O -0.01624 1.87732 1.04653  C2 1.212
2 C -0.55355 1.22578 1.91572  O1 1.212, C3 1.518, H9 1.134
3 C -1.84903 0.44428 1.79366  C2 1.518, C4 1.569, H10 1.127, H11 1.091
4 C -1.51581 -0.34987 0.48220  C3 1.569, C5 1.560, H12 1.127, H13 1.112
5 C -0.42878 -1.45589 0.64999  C4 1.560, C7 1.477, H14 1.135, H15 1.226
6 C 0.63740 -1.58862 -1.47099  C7 1.313, H16 1.123, H17 1.101
7 C 0.73284 -1.19263 -0.22286  C5 1.477, C6 1.313, C8 1.382
8 C 1.87704 -0.61432 0.29219  C7 1.382, H18 1.141, H19 1.131, H20 1.120
9 H -0.16557 1.41125 2.96460  C2 1.134
10 H -2.71189 1.09708 1.47765  C3 1.127
11 H -1.96119 -0.28512 2.59708  C3 1.091
12 H -1.14033 0.32428 -0.33973  C4 1.127
13 H -2.46719 -0.89752 0.30233  C4 1.112
14 H -0.99821 -2.42432 0.48875  C5 1.135
15 H -0.10670 -1.45040 1.83333  C5 1.226
16 H 1.39881 -1.30095 -2.24421  C6 1.123
17 H -0.33334 -1.96168 -1.83232  C6 1.101
18 H 2.64350 -0.68684 -0.55027  C8 1.141
19 H 1.73536 0.48350 0.52525  C8 1.131
20 H 2.35405 -1.08417 1.18995  C8 1.120
21 H 1.78061 2.51587 0.02173  O23 0.888
22 H 1.28996 1.89875 -1.14626  O23 0.991
23 O 1.92772 2.59726 -0.84975  H21 0.888, H22 0.991
24 H -0.25382 -0.02861 -3.37581  O26 0.952
25 H -1.22169 0.64859 -2.42826  O26 0.908
26 O -0.65394 0.79698 -3.12050  H24 0.952, H25 0.908

For the total energy, the calculation gives -13658.15742 eV. For the HOMO-LUMO gap, the calculation gives 0.36243 Eh. Its energy above the lowest of the compared OMol25 structures with the same formula, charge and spin is 301.9 kJ/mol.

---

(4)
# C18H30N3O4S

The ion C18H30N3O4S with charge +1 (wB97M-V/def2-TZVPD, OMol25).

Bonds (Å) are listed after each position.
Cartesian coordinates (Å):
1 C 0.15993 -2.90601 -0.36747  C2 1.519, H54 1.087, H55 1.087, H56 1.085
2 C -1.17876 -3.47728 0.06784  C1 1.519, O3 1.421, H52 1.099, H53 1.097
3 O -2.18395 -2.51073 -0.20523  C2 1.421, C4 1.417
4 C -3.50914 -2.98163 -0.03471  O3 1.417, H5 1.098, C6 1.528, H51 1.100
5 H -3.70249 -3.80825 -0.73057  C4 1.098
6 C -4.46975 -1.82656 -0.31159  C4 1.528, C7 1.526, H49 1.089, H50 1.090
7 C -4.32950 -0.72342 0.73288  C6 1.526, N8 1.474, H47 1.092, H48 1.092
8 N -2.97798 -0.13682 0.69603  C7 1.474, H9 1.046, C10 1.469, H18 1.068
9 H -2.29790 -0.92247 0.57609  N8 1.046
10 C -2.69618 0.87840 -0.32774  N8 1.469, C11 1.549, H45 1.093, H46 1.086
11 C -2.02210 2.01942 0.47424  C10 1.549, O12 1.223, N13 1.331
12 O -2.18516 1.98694 1.68587  C11 1.223
13 N -1.39368 2.99757 -0.17377  C11 1.331, C14 1.446, C22 1.457
14 C -0.99927 2.94240 -1.56361  N13 1.446, H15 1.093, C16 1.549, H44 1.088
15 H -0.95684 3.97282 -1.92533  C14 1.093
16 C 0.40310 2.29019 -1.64283  C14 1.549, N17 1.447, H42 1.090, H43 1.094
17 N 1.10950 2.47340 -0.39374  C16 1.447, C19 1.448, S25 1.695
18 H -2.75526 0.41841 1.58056  N8 1.068
19 C 0.88883 3.77523 0.20031  N17 1.448, H20 1.088, H21 1.093, C22 1.545
20 H 1.51878 3.84371 1.08505  C19 1.088
21 H 1.20308 4.53057 -0.52397  C19 1.093
22 C -0.59600 3.94523 0.59345  N13 1.457, C19 1.545, H23 1.093, H24 1.091
23 H -0.94651 4.95990 0.38815  C22 1.093
24 H -0.73728 3.71471 1.64992  C22 1.091
25 S 1.02440 1.18140 0.69937  N17 1.695, O26 1.453, O27 1.427, C28 1.782
26 O -0.06338 0.30087 0.30732  S25 1.453
27 O 0.97407 1.70048 2.02745  S25 1.427
28 C 2.55391 0.30320 0.44422  S25 1.782, C29 1.380, C33 1.383
29 C 3.43238 0.64563 -0.56400  C28 1.380, C30 1.384, H41 1.078
30 C 4.60284 -0.07858 -0.71355  C29 1.384, C31 1.392, H40 1.080
31 C 4.90155 -1.14022 0.13540  C30 1.392, C32 1.393, C36 1.494
32 C 3.99928 -1.46402 1.14579  C31 1.393, C33 1.383, H35 1.079
33 C 2.82835 -0.74598 1.30320  C28 1.383, C32 1.383, H34 1.079
34 H 2.12680 -0.97853 2.08872  C33 1.079
35 H 4.22055 -2.28076 1.81597  C32 1.079
36 C 6.17924 -1.89985 -0.01349  C31 1.494, H37 1.087, H38 1.087, H39 1.090
37 H 6.54135 -1.86084 -1.03719  C36 1.087
38 H 6.05272 -2.93801 0.28213  C36 1.087
39 H 6.94223 -1.46108 0.62958  C36 1.090
40 H 5.29603 0.18676 -1.49747  C30 1.080
41 H 3.20591 1.47400 -1.21542  C29 1.078
42 H 0.32851 1.21492 -1.80806  C16 1.090
43 H 0.98351 2.73582 -2.45659  C16 1.094
44 H -1.72770 2.40073 -2.16318  C14 1.088
45 H -3.62234 1.25277 -0.77077  C10 1.093
46 H -2.03774 0.47306 -1.09094  C10 1.086
47 H -4.49130 -1.14292 1.72846  C7 1.092
48 H -5.06973 0.06307 0.57106  C7 1.092
49 H -5.49051 -2.20589 -0.29802  C6 1.089
50 H -4.26478 -1.43095 -1.30674  C6 1.090
51 H -3.64743 -3.36098 0.98856  C4 1.100
52 H -1.17758 -3.70454 1.14351  C2 1.099
53 H -1.40435 -4.40191 -0.47813  C2 1.097
54 H 0.20128 -2.83308 -1.45073  C1 1.087
55 H 0.29174 -1.91097 0.05058  C1 1.087
56 H 0.96473 -3.54931 -0.02689  C1 1.085

For the total energy, the calculation gives -42642.68952 eV. Its charge is +1. For the HOMO-LUMO gap, the calculation gives 0.36753 Eh. Its energy above the lowest of the compared OMol25 structures with the same formula, charge and spin is 9.7 kJ/mol.

---

Look up the total energy of the fourth one. -42642.68952 eV

---

Among the records above, which one has the highest total energy? C3H7N